1.
194
Properties=species:S:1:pos:R:3:forces:R:3 method="wB97M-V/def2-TZVPD" charge=+2 mol_weight_g_mol=1254.99 homo_lumo_gap_ev=2.1 total_energy_ev=-100274.780 spin_multiplicity=1
Hf -1.609 -4.554 -1.036 7.667 6.159 -5.519
C 1.181 -3.976 -4.037 -0.601 0.307 1.000
C 0.113 -5.063 -4.165 1.131 -0.212 -1.702
O -0.630 -5.420 -3.064 -2.910 1.011 5.808
H 0.750 -3.116 -3.523 -0.156 0.109 0.279
H 1.529 -3.546 -4.977 0.050 -0.686 -0.166
H 2.010 -4.327 -3.422 0.199 0.035 -0.183
H 0.594 -6.000 -4.446 0.326 -0.086 -0.243
H -0.515 -4.835 -5.026 -0.504 0.275 0.079
C 0.035 -0.393 0.267 -0.606 -1.014 -0.229
C -0.178 -0.994 -1.191 0.388 0.043 2.650
O -0.624 -2.360 -1.277 -1.995 -3.286 0.563
H -0.824 -0.482 0.931 -0.462 0.298 -0.223
H 0.324 0.656 0.189 -0.138 0.021 -0.145
H 0.823 -0.884 0.837 0.352 -0.273 -0.384
H 0.870 -0.934 -1.485 -0.150 -0.285 -1.201
H -0.849 -0.308 -1.707 0.115 -0.256 -0.426
C 1.469 3.775 8.974 0.570 0.633 0.326
O 0.320 3.392 8.282 0.464 0.080 -2.223
C 0.672 3.076 6.873 -1.474 0.558 1.263
C -0.650 3.185 6.054 1.873 -1.427 -0.304
N -0.372 2.982 4.616 -0.350 1.158 0.416
C -1.564 2.854 3.826 0.041 -0.376 0.172
C -1.217 2.624 2.366 -0.001 0.826 1.384
O -2.384 2.351 1.651 -0.055 0.196 -1.196
C -2.202 2.631 0.271 -1.028 -0.912 -0.483
H 2.035 4.588 8.520 -0.205 0.325 -0.636
H 2.207 2.975 9.023 -0.093 -0.393 0.544
H 1.182 4.207 9.932 -0.035 -0.659 0.227
H 1.141 2.092 6.892 -0.321 -0.265 -0.310
H 1.423 3.749 6.461 -0.009 0.461 0.230
H -1.162 4.130 6.235 0.212 0.116 -0.035
H -1.297 2.381 6.406 -0.327 0.103 0.235
H 0.469 2.534 4.281 -0.588 -0.066 0.667
H -2.188 3.727 4.022 -0.081 0.315 -0.510
H -2.180 2.023 4.169 -0.224 -0.242 -0.151
H -0.528 1.780 2.339 0.290 -0.232 -0.266
H -0.724 3.533 2.020 0.174 0.012 -0.387
H -3.047 2.201 -0.267 -0.455 0.131 0.192
H -1.385 2.072 -0.186 0.687 0.236 0.305
H -2.179 3.683 -0.012 0.337 0.162 0.419
C 4.108 -0.222 -1.362 -0.143 -0.999 -1.794
O 4.352 -1.540 -0.890 0.241 -0.795 1.063
C 3.975 -2.716 -1.639 0.048 0.075 1.639
C 3.904 -3.826 -0.544 -0.423 -0.100 -0.546
N 2.914 -3.534 0.504 -0.519 0.624 -0.887
C 3.134 -4.314 1.707 1.204 0.808 1.009
C 2.247 -3.977 2.950 1.429 -0.823 -2.168
O 1.053 -4.670 2.698 -1.227 -0.228 0.856
C 0.353 -4.979 3.901 -0.854 -0.288 -0.045
H 4.735 0.536 -0.891 0.064 -0.479 0.258
H 3.055 0.053 -1.298 -0.208 0.044 0.299
H 4.346 -0.287 -2.423 0.081 0.777 -0.262
H 4.748 -3.103 -2.302 0.173 0.632 -0.410
H 3.047 -2.537 -2.183 -0.165 -0.157 0.019
H 4.914 -3.918 -0.143 0.143 0.122 0.242
H 3.658 -4.815 -0.929 0.114 -0.051 -0.580
H 3.152 -2.566 0.667 -0.493 0.560 0.514
H 4.163 -4.124 2.012 0.330 -0.097 0.263
H 3.124 -5.367 1.425 -0.462 -0.145 0.396
H 2.100 -2.904 3.081 -0.123 0.105 -0.067
H 2.758 -4.378 3.825 -0.124 -0.059 0.113
H -0.624 -5.343 3.582 -0.140 -0.070 0.164
H 0.188 -4.094 4.515 0.188 0.051 0.109
H 0.800 -5.790 4.477 0.385 0.177 -0.038
C -2.737 -2.710 -8.238 -0.528 0.281 -0.328
O -2.785 -1.692 -7.259 0.955 -0.283 0.656
C -1.678 -1.744 -6.345 -1.632 0.792 0.687
C -2.066 -0.762 -5.211 -0.360 -0.634 -0.606
N -3.218 -1.283 -4.389 1.870 -0.364 0.103
C -3.704 -0.361 -3.355 -0.938 -0.668 -0.276
C -4.661 0.780 -3.807 1.481 0.310 1.004
O -5.562 0.472 -4.794 0.259 -0.564 -1.105
C -6.567 -0.478 -4.519 -0.744 0.544 -0.413
H -2.720 -3.706 -7.797 0.547 -0.140 0.143
H -1.916 -2.496 -8.923 0.113 -0.465 -0.076
H -3.676 -2.692 -8.791 0.067 0.342 -0.073
H -0.685 -1.484 -6.714 -0.138 0.418 -0.739
H -1.546 -2.756 -5.962 -0.252 -0.353 0.259
H -2.401 0.176 -5.654 0.320 0.126 -0.264
H -1.128 -0.583 -4.686 -0.367 0.005 0.813
H -3.916 -1.531 -5.076 -0.446 0.120 -0.020
H -2.807 -0.054 -2.817 -0.172 0.682 0.034
H -4.296 -0.923 -2.632 0.104 -0.472 0.114
H -4.014 1.585 -4.153 -0.417 0.284 -0.283
H -5.177 1.106 -2.904 -0.022 0.262 0.257
H -6.235 -1.382 -4.009 0.138 -0.006 0.076
H -7.019 -0.722 -5.481 0.307 -0.296 -0.056
H -7.394 -0.003 -3.990 0.091 -0.056 0.603
C 8.642 2.174 -2.112 0.067 -0.085 0.595
O 7.607 2.350 -3.042 -0.704 -0.604 -1.413
C 7.965 1.826 -4.352 1.741 0.577 0.686
C 7.002 1.968 -5.465 -3.153 -0.228 0.283
N 5.877 0.962 -5.338 -0.497 0.319 -1.071
C 4.856 1.129 -6.436 0.364 -1.161 1.102
C 3.659 0.136 -6.290 0.566 1.043 -0.819
O 2.936 0.350 -5.082 -0.248 -0.043 -0.208
C 2.258 -0.811 -4.643 1.676 -0.065 0.284
H 8.328 2.651 -1.184 -0.042 0.065 -0.077
H 9.603 2.602 -2.398 -0.006 0.291 -0.381
H 8.842 1.128 -1.882 -0.147 -0.326 -0.116
H 8.269 0.780 -4.313 -0.005 -0.201 0.412
H 8.842 2.407 -4.635 0.369 -0.070 -0.164
H 7.436 1.883 -6.461 0.383 -0.285 0.258
H 6.496 2.933 -5.440 0.382 0.592 0.014
H 5.358 1.211 -4.508 0.155 -0.006 0.499
H 5.384 0.893 -7.359 -0.260 0.084 -0.217
H 4.457 2.143 -6.487 0.005 0.243 -0.037
H 3.979 -0.888 -6.480 0.287 -0.278 0.792
H 2.975 0.321 -7.119 -0.152 0.272 -0.228
H 3.068 -1.442 -4.276 -0.092 -0.601 0.442
H 1.801 -1.425 -5.419 -0.568 0.518 -0.296
H 1.610 -0.561 -3.803 -0.235 0.065 -0.269
C -7.306 -0.490 6.867 -0.945 -1.292 -0.482
O -6.546 -1.262 5.936 0.717 -0.345 -0.632
C -7.161 -2.478 5.424 0.391 0.740 0.146
C -6.268 -3.206 4.360 -0.738 1.469 0.480
N -6.560 -2.837 2.909 0.659 -0.797 1.342
C -6.476 -1.399 2.759 -0.715 1.717 -0.921
C -6.704 -0.780 1.314 0.232 -1.149 0.476
O -5.584 -1.035 0.390 -0.632 0.790 0.761
C -4.444 -0.288 0.848 0.081 -1.503 0.191
H -6.717 0.156 7.518 0.405 -0.140 -0.486
H -7.838 -1.187 7.515 -0.168 0.030 0.285
H -8.058 0.071 6.313 -0.047 0.344 0.134
H -8.137 -2.272 4.985 -0.168 0.204 -0.182
H -7.366 -3.114 6.285 0.200 -0.323 0.003
H -6.397 -4.265 4.583 -0.036 -0.086 -0.667
H -5.229 -2.932 4.541 0.183 -0.019 0.458
H -5.769 -3.296 2.480 -0.013 0.063 -0.796
H -5.606 -0.850 3.120 0.754 -0.635 0.407
H -7.235 -1.043 3.455 -0.331 0.489 -0.477
H -6.843 0.301 1.335 0.168 0.114 0.540
H -7.640 -1.155 0.899 0.350 -0.441 -0.384
H -3.663 -0.258 0.088 -0.387 0.356 -0.499
H -3.983 -0.904 1.620 0.199 0.289 0.597
H -4.674 0.693 1.265 -0.030 0.065 -0.238
C 5.061 7.827 -0.345 0.221 -0.492 0.134
O 5.113 6.467 -0.806 -0.228 0.849 -0.068
C 5.009 6.426 -2.223 0.454 -1.297 -0.322
C 4.739 4.955 -2.664 -0.069 2.244 0.012
N 3.306 4.631 -2.525 1.674 -1.222 -1.343
C 3.143 3.220 -2.970 -1.794 0.852 2.211
C 1.754 2.707 -2.566 -0.720 -0.667 -1.681
O 0.804 3.087 -3.556 -1.431 -0.796 -0.969
C -0.345 2.200 -3.640 1.098 0.763 -0.017
H 4.073 8.237 -0.552 0.016 0.221 -0.007
H 5.846 8.440 -0.787 -0.039 0.025 -0.464
H 5.274 7.877 0.723 -0.281 -0.429 0.040
H 5.942 6.737 -2.693 0.444 0.058 0.169
H 4.275 7.119 -2.633 -0.530 -0.111 0.267
H 5.475 4.325 -2.165 -0.271 -0.399 0.604
H 5.069 4.893 -3.701 -0.504 -0.014 -0.343
H 3.057 4.746 -1.553 -0.109 -0.266 0.170
H 3.810 2.537 -2.444 0.675 -0.020 -0.011
H 3.230 3.049 -4.043 0.123 0.427 0.009
H 1.253 2.963 -1.633 0.922 0.270 0.697
H 1.859 1.624 -2.634 -0.147 -0.506 0.273
H -0.915 2.224 -2.711 -0.174 -0.002 0.197
H -0.077 1.170 -3.874 0.551 -0.243 0.298
H -0.992 2.461 -4.478 0.146 0.667 0.129
C -4.869 2.088 5.604 0.777 0.270 0.306
O -3.576 1.595 5.994 0.142 0.018 -0.866
C -3.443 0.233 5.648 -0.342 -0.838 -0.023
C -2.122 -0.466 6.000 0.287 1.517 -0.493
N -1.027 -0.077 5.034 -0.133 -2.276 0.955
C 0.234 -0.789 5.437 0.370 0.982 -1.116
C 1.371 -0.459 4.394 -2.411 0.607 1.720
O 1.575 0.941 4.641 -0.547 -1.922 -0.516
C 2.421 1.426 3.669 1.862 0.885 0.240
H -5.191 1.942 4.572 0.460 -0.867 -0.354
H -4.792 3.175 5.619 -0.273 -0.028 0.862
H -5.592 1.614 6.267 -0.312 0.554 -0.013
H -3.559 0.073 4.576 -0.106 0.301 -0.498
H -4.297 -0.281 6.090 0.074 -0.459 0.248
H -2.282 -1.544 5.963 -0.031 -0.045 -0.223
H -1.842 -0.228 7.026 0.086 0.070 0.257
H -0.924 0.928 5.044 0.492 0.081 0.171
H 0.065 -1.863 5.518 -0.265 -0.087 -0.216
H 0.585 -0.466 6.417 0.120 0.077 0.185
H 0.936 -0.619 3.407 -0.063 0.199 -0.404
H 2.279 -1.060 4.442 0.291 0.150 0.522
H 2.118 1.306 2.629 -0.420 -0.195 -0.094
H 3.363 0.907 3.847 0.547 0.145 -0.607
H 2.589 2.483 3.875 0.013 0.076 -0.160
O -2.709 -3.484 -2.855 0.170 -3.102 2.955
H -2.648 -2.591 -3.194 -0.054 2.440 -1.128
H -3.239 -3.950 -3.502 -0.194 -0.322 -0.416
O -1.064 -3.998 1.282 -2.327 -0.296 -2.142
H -1.312 -3.162 1.676 -0.363 0.654 -0.040
H -0.366 -4.331 1.846 1.922 -0.714 0.507
O 0.738 -4.812 -0.497 -3.209 -2.029 -0.931
H 1.397 -4.178 -0.215 1.557 2.178 1.182
H 1.241 -5.510 -0.917 -0.023 -0.436 -0.474

=====

2.
100
Properties=species:S:1:pos:R:3:forces:R:3 method="wB97M-V/def2-TZVPD" charge=0 mol_weight_g_mol=616.71 e_above_lowest_kj_mol=343.2 homo_lumo_gap_ev=9.0 total_energy_ev=-61130.205 spin_multiplicity=1
C -4.067 -1.944 2.218 0.416 0.167 1.028
O -5.137 -1.082 2.500 -1.163 0.075 -0.704
H -3.672 -2.246 3.188 0.513 -0.411 -0.089
H -4.409 -2.836 1.693 -0.160 0.248 -0.142
H -3.276 -1.433 1.670 0.098 -0.183 -0.256
H -4.837 -0.309 2.983 0.198 0.003 0.224
C -0.499 1.783 -4.270 -0.761 -0.892 1.861
O -0.928 2.628 -3.173 -0.067 1.197 -1.775
H -0.799 0.809 -3.883 0.996 -0.687 -0.396
H -1.027 1.786 -5.224 -0.490 1.177 0.148
H 0.562 1.920 -4.474 0.090 -0.208 0.204
H -1.070 2.107 -2.379 0.510 -0.486 -0.192
C 2.148 -1.305 3.115 1.371 0.163 1.316
O 1.125 -2.059 2.537 -0.960 0.348 -1.053
H 2.177 -1.379 4.202 0.015 -0.521 0.130
H 3.114 -1.602 2.708 0.061 -0.141 0.010
H 2.099 -0.221 3.013 -0.745 0.105 -0.807
H 0.736 -2.734 3.097 0.281 0.256 0.277
C -0.153 3.061 2.232 -1.424 0.764 -0.663
O 1.149 2.941 2.658 1.529 -1.100 0.910
H -0.314 2.597 1.259 0.041 0.465 -0.381
H -0.937 2.583 2.820 0.621 -0.177 0.768
H -0.326 4.136 2.273 -0.949 0.119 -0.645
H 1.676 3.423 2.016 0.195 -0.040 0.055
C -4.178 2.293 4.742 -0.476 -0.224 -0.332
O -3.967 1.235 3.795 -0.512 -0.481 1.662
H -4.979 2.965 4.434 0.318 0.353 -0.481
H -4.601 1.900 5.667 0.312 -0.648 -0.092
H -3.260 2.813 5.014 0.026 0.154 -0.302
H -3.706 1.468 2.901 0.236 1.227 -0.566
C -0.749 0.231 4.948 -1.039 0.179 -0.568
O -1.954 -0.396 4.520 0.731 -0.993 0.524
H -0.256 -0.354 5.725 0.019 -0.174 -0.190
H -0.136 0.347 4.054 0.601 0.175 0.289
H -0.976 1.210 5.369 0.237 0.197 0.030
H -2.648 0.245 4.345 -0.300 0.415 -0.095
C 5.116 0.518 0.793 -0.173 0.336 -0.910
O 4.128 -0.373 0.185 0.753 0.765 0.781
H 4.765 1.526 0.575 0.302 0.208 -0.057
H 5.325 0.508 1.863 -0.907 -0.882 0.216
H 6.103 0.340 0.365 -0.054 0.133 -0.322
H 4.608 -0.816 -0.518 0.054 -0.557 0.296
C 4.209 -3.943 -0.402 1.192 1.197 2.088
O 4.941 -3.361 0.425 -0.657 -0.309 -1.284
N 4.330 -5.213 -0.706 1.016 -2.863 -0.186
N 3.186 -3.409 -1.045 -1.139 2.348 -0.284
H 5.183 -5.651 -0.386 -0.427 -0.340 -0.239
H 3.735 -5.584 -1.432 0.628 -0.384 0.229
H 3.157 -2.401 -1.009 -0.576 -0.286 -0.136
H 2.549 -3.922 -1.637 0.332 0.211 0.123
C 2.879 -0.496 -3.256 1.688 2.180 -0.901
O 2.382 -1.236 -2.504 -2.232 -3.300 4.557
N 3.864 0.348 -3.008 2.896 2.036 1.571
N 2.545 -0.366 -4.487 -1.299 0.293 -4.765
H 4.227 0.889 -3.780 0.193 0.010 0.686
H 4.220 0.553 -2.086 -0.285 -0.218 -0.092
H 3.041 0.401 -4.917 -1.075 -0.552 -1.049
H 1.760 -0.853 -4.896 0.235 0.305 0.002
C -0.384 0.191 -0.086 -0.788 0.969 -1.301
O -0.802 0.762 -1.122 -0.315 -0.349 0.273
N -1.034 0.020 1.038 -1.818 0.055 1.698
N 0.811 -0.310 0.005 3.309 -1.361 -0.805
H -1.872 0.558 1.209 -0.189 0.126 0.054
H -0.463 -0.240 1.830 -0.473 -0.098 0.145
H 1.007 -0.932 0.776 0.374 -0.002 -0.095
H 1.444 -0.272 -0.780 -0.061 -0.169 0.184
C -0.026 -3.959 -2.278 -4.005 -3.807 -2.213
O -0.815 -4.866 -2.650 1.304 0.865 0.888
N -0.051 -3.338 -1.159 -0.616 1.602 5.115
N 0.853 -3.424 -3.047 3.500 0.619 -4.656
H -0.446 -3.789 -0.347 -0.030 0.408 -0.132
H 0.553 -2.533 -1.074 -0.291 -0.184 0.682
H 0.929 -3.794 -3.984 -0.116 0.071 0.163
H 1.532 -2.728 -2.774 -0.355 0.162 -0.147
C -3.382 2.680 0.419 2.561 -2.879 -2.371
O -3.015 2.049 1.386 0.921 -1.706 2.149
N -3.035 2.483 -0.830 0.708 -0.968 -2.265
N -4.125 3.682 0.504 -4.486 5.922 2.686
H -2.399 1.751 -1.113 -0.119 -0.204 0.083
H -3.454 3.120 -1.492 0.608 -0.629 -0.324
H -4.403 4.263 -0.274 0.161 -0.062 0.516
H -4.107 4.033 1.451 -0.794 0.582 -0.261
C 1.691 2.722 -0.873 0.783 -1.348 -0.019
C 2.622 3.468 -1.738 -0.514 -0.122 -1.404
O 2.642 4.774 -1.288 1.071 1.379 0.544
H 2.213 2.474 0.051 -0.338 0.324 0.461
H 1.622 1.748 -1.357 -0.902 0.017 0.041
H 0.750 3.258 -0.743 0.055 -0.374 -0.041
H 2.267 3.484 -2.769 -0.401 -0.198 -0.349
H 3.594 2.984 -1.838 0.447 0.051 0.593
H 3.434 5.173 -1.655 -0.060 0.474 0.084
C -4.222 -2.540 -2.586 -2.103 -2.710 -0.912
C -3.307 -1.761 -1.787 0.541 0.044 1.381
O -2.981 -0.651 -2.539 1.108 1.428 -0.701
H -3.756 -3.350 -3.147 0.463 0.272 -0.276
H -4.838 -1.985 -3.293 0.159 0.379 0.204
H -4.912 -3.116 -1.969 -0.249 0.129 0.268
H -2.424 -2.345 -1.528 0.191 -0.139 -0.069
H -3.723 -1.446 -0.830 -0.398 0.039 0.211
H -2.163 -0.337 -2.145 0.323 0.637 -0.113